Entry 1:
18
Properties=species:S:1:pos:R:3:forces:R:3 method="wB97M-V/def2-TZVPD" lumo_energy_ha=0.02672 homo_lumo_gap_ev=10.92 de_lowest_kcal_mol=22.6 smiles="CCCNC=O.O" e_homo_ev=-10.190 charge=0
C 1.51022 -0.88161 0.03847 1.3955 -0.5416 0.8074
N 0.21917 -0.80741 -0.35120 0.8106 0.3347 -0.7668
C -0.84525 -0.61055 0.60602 -1.0555 1.8875 0.1078
C -1.84873 0.57785 0.29900 2.2572 0.7887 -1.8210
C -2.39468 0.54677 -1.14135 -0.9435 -0.5886 -0.4963
O 1.88270 -0.82522 1.20330 -0.2807 0.2286 -0.0766
H 2.35523 -1.09550 -0.69049 -1.5088 0.4184 -0.2332
H 0.08819 -0.66475 -1.33878 -0.3300 -0.1696 0.0031
H -0.35039 -0.23938 1.51715 -0.3060 -1.1838 0.0393
H -1.45056 -1.51755 0.65330 0.2983 -0.0856 0.6196
H -1.25923 1.56655 0.36205 -0.8805 -1.4288 0.3569
H -2.65466 0.56322 1.01825 -0.0605 0.0554 0.2491
H -2.87745 1.49354 -1.45233 0.4218 -0.4064 0.2348
H -1.68967 0.24168 -1.93271 0.2681 0.5972 0.4559
H -3.16086 -0.23139 -1.28791 -0.0666 0.1810 0.4244
H 3.45072 0.67061 1.06792 -0.0567 0.5931 0.3955
H 4.68400 0.18815 0.53920 0.6394 0.4358 0.0157
O 4.34124 1.02500 0.89010 -0.6021 -1.1159 -0.3155

Entry 2:
18
Properties=species:S:1:pos:R:3:forces:R:3 method="wB97M-V/def2-TZVPD" lumo_energy_ha=0.02731 homo_lumo_gap_ev=9.16 de_lowest_kcal_mol=81.3 e_homo_ev=-8.418 charge=0
C 0.28883 -0.41636 -0.02692 -3.0681 0.6921 -2.1744
C 0.02083 0.24026 1.28008 -3.2733 1.5536 0.9753
C 1.55523 -0.07484 -0.76864 0.0906 0.0478 -0.2327
C -1.20447 0.39640 -1.04153 2.9108 -1.3866 -0.7611
N -0.02250 -1.82826 -0.09195 0.3068 0.2163 0.4657
O 0.52195 1.52159 1.49674 0.2491 -0.5292 -0.3179
O -1.54332 0.31868 1.27908 1.2259 -0.7070 1.5805
H 0.46972 2.01670 0.66784 -0.0314 -0.0878 0.0594
H -1.97729 1.19043 1.37309 1.2553 -0.3677 0.2306
H 0.23290 -0.37060 2.15891 0.1545 0.1314 -0.0473
H 0.79994 -2.42308 -0.02225 -0.0767 0.2045 0.0696
H -0.68118 -2.09015 0.63724 0.0158 0.0245 -0.2550
H 2.37634 -0.75095 -0.49732 -0.1242 0.0542 0.0344
H 1.40581 -0.16294 -1.85466 -0.0845 -0.0843 0.3049
H 1.90308 0.94303 -0.57604 -0.1069 -0.1095 0.0526
H -2.27993 0.49001 -0.91022 0.3137 -0.1461 1.1052
H -1.10846 -0.35744 -1.82021 0.3477 0.4133 -0.5972
H -0.75748 1.35752 -1.28323 -0.1052 0.0806 -0.4925

Entry 3:
18
Properties=species:S:1:pos:R:3:forces:R:3 method="wB97M-V/def2-TZVPD" lumo_energy_ha="-0.13256 / -0.32207" homo_lumo_gap_ev="10.47 / 5.28" spin_multiplicity=2 de_lowest_kcal_mol=58.0 e_homo_ev="-14.072 / -14.048" charge=+1 s_squared=0.76
O 0.98220 -1.48502 -1.65518 2.9559 1.8256 -0.6015
C 1.90660 -0.68498 -1.42224 -2.9180 -1.0503 1.7798
C 1.71510 0.06758 -0.07235 -1.4119 -1.4173 1.0289
C 0.35164 0.88164 -0.11560 0.4191 -0.2099 0.9399
C -0.76356 0.31549 0.95974 0.9916 -0.0571 3.9424
N -1.48717 1.17165 1.99442 3.8807 1.5861 -0.8194
H 2.80458 -0.39975 -2.01110 -0.5388 -0.7442 -0.2676
H 1.70988 -0.70949 0.77643 -0.1244 0.8090 -1.4194
H 2.48652 0.71746 0.21814 1.2262 1.0058 -0.0135
H -0.02446 0.66210 -1.14818 -0.3599 1.0297 1.1803
H 0.58265 1.93816 0.19151 -0.4897 -0.8609 -0.9587
H -1.56977 0.02431 0.37724 -1.8127 -1.2823 -1.6434
H -0.43707 -0.48515 1.66981 0.1229 0.0811 -1.5224
H -1.17199 1.27017 3.02453 -0.9690 -1.0192 -1.7672
H -1.52694 2.11895 1.61533 -1.1351 0.2118 0.1043
H -2.43975 -1.91347 -2.04496 1.0971 0.2352 1.2359
H -1.10023 -1.81439 -1.17850 1.9531 -0.6649 -0.7348
O -2.01824 -1.67527 -1.17904 -2.8872 0.5217 -0.4636

Entry 4:
18
Properties=species:S:1:pos:R:3:forces:R:3 method="wB97M-V/def2-TZVPD" lumo_energy_ha="-0.12773 / -0.30735" homo_lumo_gap_ev="12.16 / 7.28" spin_multiplicity=2 de_lowest_kcal_mol=6.1 e_homo_ev="-15.640 / -15.641" charge=+1 s_squared=0.76
C 0.72184 1.65263 -0.72842 0.2687 0.0689 -0.6210
C 1.24263 0.44203 -0.04774 0.1694 0.4822 0.8891
N 0.35616 -0.73411 -0.03281 0.3785 -0.1953 -0.6420
C 0.85236 -1.97085 0.52117 0.5848 0.6320 -0.0181
C -0.82030 -0.77332 -0.82748 -1.2508 -0.3694 -0.2072
O 2.24167 0.34474 0.60319 -0.1057 -0.1166 -0.3555
H -0.18671 1.98315 -0.23164 -0.1562 0.1775 -0.0918
H 1.47114 2.43880 -0.70197 0.0425 -0.0677 0.2923
H 0.52192 1.46968 -1.78732 -0.2255 -0.1069 0.1066
H 0.28308 -2.17018 1.43278 -0.0252 -0.2746 0.0123
H 1.91724 -1.83756 0.74156 -0.3890 -0.1842 0.1244
H 0.69048 -2.73170 -0.23679 -0.1316 -0.3342 0.1318
H -1.42510 -1.65366 -0.61408 0.2899 -0.1538 0.1498
H -1.48777 0.07843 -0.71001 0.3022 0.4260 0.1438
H -0.56497 -0.82569 -1.89125 0.2839 0.0821 -0.1051
H -2.60515 1.48180 1.91716 -0.0484 0.1600 -0.0151
H -1.25546 1.07230 1.34206 -0.2114 0.1970 0.3723
O -1.95307 1.73351 1.25161 0.2240 -0.4232 -0.1664